Entry 1:
Below is a molecular structure, C39H52AsF9InN4P2SbTe in a non-equilibrium geometry, with properties calculated with ωB97M-V/def2-TZVPD.

Largest force on an atom = 0.024 Eh/bohr
Charge = +3
HOMO energy (alpha / beta) = -0.535 / -0.534 hartree
Energy above the lowest of the compared OMol25 structures with the same formula, charge and spin = 224.58 kJ/mol
Kohn-Sham gap (alpha / beta) = 6.349 / 4.517 eV
Spin multiplicity = 2

XYZ file:
```
110
Properties=species:S:1:pos:R:3:forces:R:3
In 0.278 -0.059 0.289 0.217 0.504 0.572
N -3.831 -0.587 -0.538 -0.479 -0.229 -0.674
C -3.838 -1.241 -1.892 -0.025 0.224 0.032
C -4.480 -0.355 -2.960 0.041 0.072 0.181
C -3.612 0.766 -3.548 -0.104 -0.037 0.037
C -3.441 1.997 -2.660 0.101 -0.128 0.057
N -2.413 1.715 -1.620 0.051 0.368 0.020
H -3.371 -1.148 0.187 -0.023 -0.181 -0.432
H -4.776 -0.404 -0.204 -0.081 -0.029 -0.013
H -4.381 -2.177 -1.793 -0.019 -0.033 0.048
H -2.800 -1.466 -2.130 0.071 -0.053 -0.006
H -5.405 0.077 -2.555 0.014 -0.073 -0.091
H -4.794 -1.005 -3.775 0.032 -0.051 0.013
H -4.085 1.100 -4.472 0.010 0.002 0.001
H -2.627 0.378 -3.834 -0.048 0.017 -0.018
H -4.388 2.210 -2.165 -0.014 0.072 0.036
H -3.179 2.864 -3.270 0.049 0.001 -0.022
H -1.552 1.454 -2.102 0.047 -0.085 0.092
H -3.322 0.303 -0.584 0.147 0.117 -0.099
N 2.104 -2.592 -1.471 0.099 0.549 -0.029
P 0.795 -1.801 -2.350 -0.011 -0.143 -0.126
C 0.875 -2.723 -3.905 0.114 0.033 0.048
C 2.012 -2.684 -4.721 -0.039 -0.013 -0.058
C 2.046 -3.425 -5.891 0.002 0.016 0.029
C 0.947 -4.199 -6.257 0.022 0.011 0.010
C -0.183 -4.238 -5.453 0.007 0.013 0.027
C -0.219 -3.502 -4.275 -0.017 -0.061 -0.002
C 1.516 -0.177 -2.832 0.136 -0.045 0.053
C 0.910 0.486 -3.907 -0.054 -0.002 0.073
C 1.324 1.759 -4.277 -0.021 0.003 0.035
C 2.346 2.394 -3.575 -0.005 0.001 -0.004
C 2.951 1.752 -2.504 -0.052 -0.016 -0.005
C 2.534 0.475 -2.131 -0.006 -0.071 -0.113
P 2.444 -2.520 0.161 0.011 -1.095 -0.581
C 3.999 -3.379 0.338 0.042 0.331 0.117
C 5.190 -2.716 0.012 -0.020 -0.140 -0.097
C 6.386 -3.410 0.059 -0.017 -0.009 0.014
C 6.392 -4.747 0.444 -0.045 -0.010 0.019
C 5.208 -5.400 0.775 0.061 -0.022 0.011
C 4.002 -4.720 0.740 0.058 0.087 0.027
C 1.169 -3.362 1.073 -0.077 0.298 0.135
C 1.206 -3.215 2.468 0.006 -0.004 -0.101
C 0.281 -3.886 3.247 -0.057 0.010 0.019
C -0.684 -4.680 2.636 -0.032 -0.023 -0.038
C -0.723 -4.818 1.250 -0.052 0.001 0.084
C 0.189 -4.148 0.455 0.113 -0.070 0.069
H 2.914 -2.839 -2.039 0.007 -0.024 0.049
H 2.862 -2.061 -4.458 -0.048 -0.020 -0.014
H 2.924 -3.395 -6.524 -0.043 -0.007 0.023
H 0.976 -4.773 -7.175 -0.002 0.026 0.040
H -1.033 -4.843 -5.741 0.025 0.019 0.010
H -1.096 -3.546 -3.638 0.023 0.015 -0.015
H 0.140 -0.018 -4.486 0.052 0.032 0.008
H 0.873 2.244 -5.135 0.037 -0.037 0.044
H 2.693 3.373 -3.887 -0.032 -0.054 0.019
H 3.766 2.230 -1.973 -0.039 -0.042 -0.035
H 3.059 -0.025 -1.323 -0.035 -0.014 0.027
H 5.183 -1.671 -0.278 -0.013 -0.016 0.020
H 7.311 -2.909 -0.194 -0.027 -0.032 0.019
H 7.331 -5.285 0.494 -0.042 0.013 -0.021
H 5.224 -6.442 1.065 0.018 0.042 0.002
H 3.082 -5.225 1.006 0.026 0.020 -0.009
H 1.962 -2.591 2.936 -0.026 0.013 -0.004
H 0.308 -3.790 4.325 -0.006 -0.006 -0.041
H -1.410 -5.204 3.248 0.056 0.019 -0.046
H -1.459 -5.467 0.791 0.008 0.025 0.025
H 0.185 -4.287 -0.618 -0.005 0.049 -0.031
C 4.484 -0.627 4.924 0.106 0.062 0.010
As 3.471 0.518 3.713 -0.158 -0.123 -0.057
C 4.327 2.225 4.113 0.089 0.010 0.058
C 4.464 0.135 2.063 0.091 0.125 0.052
H 5.556 -0.474 4.800 -0.026 -0.009 0.005
H 4.245 -1.674 4.742 -0.008 0.000 0.014
H 4.207 -0.380 5.948 0.002 -0.048 0.010
H 5.408 2.097 4.191 -0.041 0.022 -0.026
H 3.953 2.611 5.061 -0.008 0.027 -0.014
H 4.110 2.946 3.324 -0.026 -0.001 0.029
H 5.542 0.204 2.219 -0.022 0.007 -0.016
H 4.170 0.853 1.293 -0.010 -0.035 -0.028
H 4.224 -0.873 1.735 0.004 -0.065 -0.028
C -1.680 4.791 -1.674 0.085 0.120 0.106
Te -1.915 3.193 -0.316 -0.247 0.066 -0.473
C -3.886 3.698 0.205 0.056 -0.016 0.213
H -1.530 5.687 -1.070 0.018 -0.009 -0.037
H -2.563 4.916 -2.293 -0.057 -0.048 -0.010
H -0.796 4.612 -2.284 -0.012 -0.017 0.022
H -4.447 3.938 -0.691 -0.031 0.004 -0.066
H -3.820 4.576 0.847 -0.009 -0.020 0.017
H -4.320 2.870 0.761 0.004 0.009 0.002
F -0.504 -0.429 2.724 0.236 0.122 0.046
Sb -2.402 -0.500 2.623 0.228 0.385 -0.277
F -2.530 -1.917 3.797 -0.059 0.004 0.045
F -1.961 -1.601 1.093 -0.047 -0.367 0.070
F -4.168 -0.597 1.993 -0.354 -0.083 0.603
F -2.290 0.900 1.225 0.349 -0.036 0.144
F -2.559 0.928 3.786 -0.185 -0.089 0.293
F 0.253 6.902 2.959 0.030 -0.022 0.040
C 1.077 6.064 3.613 0.011 -0.009 0.012
F 2.303 6.591 3.591 -0.044 0.009 0.011
F 0.668 5.976 4.877 0.022 0.037 -0.049
C 1.071 4.714 2.928 0.001 0.066 -0.045
C 0.715 3.564 3.598 -0.011 -0.083 -0.024
C 0.703 2.366 2.889 -0.070 0.201 -0.060
N 1.006 2.289 1.593 -0.054 -0.130 0.009
C 1.384 3.414 0.966 0.091 -0.194 -0.111
C 1.431 4.644 1.584 0.037 0.089 0.096
H 0.448 3.584 4.645 0.000 -0.008 -0.015
H 0.438 1.445 3.384 -0.020 -0.024 0.021
H 1.676 3.311 -0.076 -0.034 -0.011 -0.005
H 1.756 5.528 1.050 -0.014 -0.043 -0.009
```
Forces are in eV/Å.

***

Entry 2:
Below is a molecular structure, C41H52BN6O5S3TeW in a non-equilibrium geometry, with properties calculated with ωB97M-V/def2-TZVPD.

Largest force on an atom = 0.035 Eh/bohr
Charge = +1
HOMO energy (alpha / beta) = -0.371 / -0.378 hartree
Energy above the lowest of the compared OMol25 structures with the same formula, charge and spin = 0.00 kJ/mol
Kohn-Sham gap (alpha / beta) = 7.338 / 5.429 eV
Spin multiplicity = 3

XYZ file:
```
110
Properties=species:S:1:pos:R:3:forces:R:3
W -0.308 -0.391 0.503 1.587 -0.807 0.078
C -0.605 4.277 2.456 0.020 -0.022 -0.032
C 0.507 3.609 1.712 -0.379 -0.078 0.345
C 1.351 4.272 0.881 0.123 0.239 -0.193
C 2.312 3.577 0.118 0.052 0.047 -0.059
N 2.474 2.284 0.256 0.025 0.124 -0.063
N 1.659 1.653 1.086 0.625 -0.201 0.280
B 1.778 0.113 1.248 -0.457 0.163 -0.851
N 2.863 -0.496 0.310 -0.079 0.267 0.428
N 4.093 -0.136 0.683 0.174 0.085 -0.047
C 5.117 -0.502 -0.033 0.086 0.042 0.089
C 4.916 -1.205 -1.244 0.309 0.012 -0.005
C 3.677 -1.630 -1.591 -0.250 -0.153 -0.221
C 3.415 -2.403 -2.849 0.012 0.079 0.055
C 2.599 -1.305 -0.716 0.022 -0.271 -0.139
S 1.061 -2.035 -0.931 -0.208 0.249 0.176
C 6.487 -0.163 0.557 -0.073 0.019 -0.025
C 6.578 -0.848 1.930 -0.026 -0.024 0.001
C 7.620 -0.661 -0.336 0.031 -0.005 -0.014
C 6.607 1.354 0.748 -0.048 0.017 -0.015
N 2.165 -0.204 2.719 0.057 0.046 -0.493
N 2.969 0.628 3.353 0.136 0.190 0.152
C 3.317 0.322 4.575 0.106 0.009 0.101
C 2.830 -0.854 5.193 0.167 0.107 0.199
C 2.019 -1.715 4.522 -0.213 -0.227 -0.141
C 1.471 -2.973 5.120 -0.009 0.039 -0.062
C 1.684 -1.334 3.198 0.022 -0.463 0.165
S 0.709 -2.252 2.103 -0.277 0.383 0.572
C 4.273 1.259 5.292 -0.010 0.023 0.001
C 5.508 0.463 5.739 0.018 -0.040 -0.007
C 4.718 2.392 4.368 -0.005 -0.008 -0.051
C 3.560 1.845 6.518 -0.028 0.030 0.040
C 0.669 2.211 1.774 -0.223 -0.011 0.191
S -0.392 1.113 2.627 0.061 -0.196 -0.426
C 3.194 4.301 -0.880 0.025 -0.009 0.003
C 2.305 5.148 -1.803 0.007 0.010 -0.019
C 3.979 3.304 -1.730 -0.007 -0.030 -0.046
C 4.163 5.201 -0.099 -0.004 0.023 -0.030
H -0.460 5.356 2.486 -0.003 -0.020 -0.014
H -0.692 3.898 3.474 0.017 0.011 -0.002
H -1.546 4.063 1.943 0.014 -0.016 0.017
H 1.248 5.345 0.769 0.039 -0.051 -0.012
H 5.754 -1.425 -1.893 -0.018 -0.002 0.063
H 4.347 -2.619 -3.368 -0.009 0.008 0.012
H 2.770 -1.819 -3.510 -0.004 -0.026 0.022
H 2.902 -3.340 -2.634 0.010 -0.007 0.010
H 6.478 -1.934 1.837 0.002 0.046 0.013
H 5.787 -0.483 2.590 0.047 -0.024 -0.050
H 7.546 -0.633 2.388 -0.049 -0.009 -0.025
H 7.584 -1.745 -0.475 0.008 0.050 0.009
H 8.577 -0.422 0.131 -0.032 -0.007 -0.024
H 7.605 -0.181 -1.318 0.001 -0.026 0.046
H 5.740 1.746 1.284 0.061 -0.023 -0.045
H 6.682 1.867 -0.213 -0.029 0.001 0.013
H 7.509 1.582 1.322 -0.032 -0.006 -0.035
H 3.105 -1.069 6.219 0.018 0.007 -0.052
H 1.871 -3.136 6.119 -0.013 0.014 -0.029
H 1.711 -3.836 4.495 0.014 0.019 0.013
H 0.381 -2.918 5.176 0.023 -0.002 -0.003
H 6.001 -0.011 4.885 -0.025 0.042 0.064
H 5.259 -0.314 6.465 0.006 0.031 -0.033
H 6.223 1.138 6.211 -0.020 -0.025 0.000
H 5.224 2.004 3.480 -0.045 0.034 0.085
H 5.412 3.039 4.908 -0.017 -0.008 -0.010
H 3.871 2.992 4.032 0.036 -0.024 0.012
H 3.252 1.070 7.223 0.013 0.028 -0.031
H 2.674 2.411 6.221 0.041 -0.025 0.011
H 4.237 2.522 7.043 -0.024 -0.018 0.001
H 1.559 4.525 -2.300 0.031 0.021 0.020
H 2.924 5.616 -2.572 -0.017 -0.006 0.035
H 1.791 5.947 -1.264 0.014 -0.029 -0.038
H 3.304 2.663 -2.302 0.039 0.026 0.036
H 4.607 2.665 -1.110 0.024 0.014 -0.002
H 4.615 3.859 -2.424 -0.014 -0.042 0.019
H 3.632 5.952 0.492 0.022 -0.035 -0.011
H 4.818 5.728 -0.796 -0.024 -0.008 0.029
H 4.786 4.609 0.576 -0.016 0.017 -0.028
O 1.203 1.374 -2.964 -0.012 0.039 -0.033
C 0.255 0.953 -2.353 0.026 -0.105 0.090
O 0.329 0.593 -1.080 0.264 0.715 -0.240
C -1.099 0.683 -2.977 -0.153 -0.063 0.093
C -1.283 -0.854 -3.022 -0.095 0.104 0.071
C -2.429 -1.235 -3.947 -0.076 0.032 -0.018
C -3.653 -0.762 -3.126 0.020 0.086 -0.049
C -2.992 -0.259 -1.843 0.003 0.001 -0.079
O -1.833 -1.128 -1.706 -0.088 -0.030 -0.045
C -2.322 1.103 -2.079 0.222 -0.226 -0.010
C -1.808 1.713 -0.787 -0.209 -0.284 0.076
O -1.410 2.842 -0.711 -0.128 0.215 0.188
O -1.829 0.841 0.236 -0.328 0.978 -0.567
H -1.119 1.127 -3.968 -0.013 0.021 -0.013
H -0.366 -1.413 -3.167 0.068 -0.038 0.062
H -2.443 -2.314 -4.096 -0.013 0.015 -0.016
H -2.340 -0.753 -4.920 -0.021 -0.008 0.011
H -4.342 -1.578 -2.916 0.018 -0.007 -0.007
H -4.212 0.037 -3.615 -0.006 -0.056 0.001
H -3.615 -0.318 -0.955 0.078 -0.009 0.021
H -2.970 1.828 -2.565 0.043 0.008 -0.128
Te -2.211 -1.968 1.555 -0.861 -1.285 0.275
C -4.036 -1.089 2.004 0.219 0.282 0.096
C -4.362 0.235 1.708 -0.215 0.082 0.189
C -5.629 0.699 2.033 0.002 -0.082 -0.010
C -6.544 -0.140 2.663 0.016 0.034 -0.017
C -6.200 -1.450 2.973 -0.045 -0.040 0.004
C -4.944 -1.933 2.645 -0.132 0.061 -0.037
H -3.636 0.895 1.254 -0.054 -0.104 0.065
H -5.898 1.721 1.797 -0.014 -0.021 0.038
H -7.528 0.232 2.920 0.034 -0.011 -0.014
H -6.910 -2.099 3.469 0.007 0.040 -0.018
H -4.674 -2.958 2.878 -0.020 0.065 -0.006
```
Forces are in eV/Å.

***

- spin multiplicity of number 1 (C39H52AsF9InN4P2SbTe)?
  2